Entry 1:
{
  "formula": "C5H10O",
  "method": "the ωB97M-V functional and the def2-TZVPD basis",
  "species": ["C", "C", "O", "C", "C", "C", "H", "H", "H", "H", "H", "H", "H", "H", "H", "H"],
  "xyz": [[-2.11866, 0.02101, 0.65360], [-0.76882, -0.01562, -0.04971], [-0.73565, 1.20017, -0.78911], [0.40497, -0.11969, 0.93098], [1.62053, -0.98401, 0.70805], [1.71768, 0.50136, 0.53968], [-2.09935, 0.74468, 1.47620], [-2.41672, -0.95519, 1.04579], [-2.86636, 0.35456, -0.07028], [-0.74587, -0.87227, -0.74446], [-0.01360, 1.15185, -1.42319], [0.12318, -0.00083, 1.97784], [2.09350, -1.42668, 1.58083], [1.67570, -1.59896, -0.18887], [1.81504, 0.87581, -0.47851], [2.24763, 1.10415, 1.27135]],
  "nbo_charge": [-0.61, 0.09, -0.72, -0.26, -0.41, -0.41, 0.21, 0.21, 0.22, 0.16, 0.46, 0.21, 0.22, 0.21, 0.20, 0.22],
  "gap_ha": 0.415,
  "lumo_ev": 1.02,
  "relative_energy_kcal_mol": 27.8
}


Entry 2:
{
  "formula": "C5H18NO4",
  "method": "the ωB97M-V functional and the def2-TZVPD basis",
  "species": ["C", "C", "C", "C", "N", "C", "O", "H", "H", "H", "H", "H", "H", "H", "H", "H", "H", "H", "H", "H", "H", "O", "H", "H", "O", "H", "H", "O"],
  "xyz": [[-1.71287, -0.79122, -0.12115], [-0.23415, -0.42212, 0.16419], [0.33965, -1.80233, 0.65766], [-0.28919, -2.49409, 1.94898], [0.43109, 0.10964, -1.07458], [1.85442, 0.71724, -0.82124], [2.73166, -0.18971, -1.22834], [-2.03329, -1.28610, -1.07689], [-2.18928, -1.13729, 0.80081], [-2.24717, 0.14958, -0.29759], [-0.11548, 0.43079, 0.94175], [0.33002, -2.48792, -0.20308], [1.44843, -1.82331, 0.93633], [0.01562, -1.91877, 2.89509], [0.12365, -3.39101, 2.03912], [-1.41441, -2.51733, 2.09058], [0.75348, -0.66250, -1.64934], [1.82336, 1.53746, -1.42247], [2.05249, 0.99492, 0.16814], [-1.17975, 2.99221, 0.17725], [-0.46504, 2.35157, -0.98176], [-0.43671, 2.98979, -0.28116], [-1.49432, 0.37694, -3.69053], [-1.15917, 0.54298, -2.24008], [-1.67199, 0.98510, -2.93803], [2.21066, 1.94574, 1.45227], [0.91536, 2.60631, 1.57342], [1.61293, 2.19344, 2.18064]],
  "nbo_charge": [-0.66, -0.06, -0.43, -0.60, -0.70, 0.02, -0.25, 0.23, 0.23, 0.21, 0.22, 0.20, 0.21, 0.20, 0.20, 0.20, 0.37, 0.23, 0.19, 0.46, 0.49, -0.95, 0.46, 0.48, -0.96, 0.44, 0.48, -0.92],
  "multiplicity": 2,
  "gap_ha": [0.387, 0.274],
  "lumo_ev": [0.65, -2.31],
  "relative_energy_kcal_mol": 37.2
}